Entry 1:
DFT (ωB97M-V with the def2-TZVPD basis set) results for an isolated ion of composition C3H3N2OS and charge +1 at a distorted geometry.

XYZ file:
```
10
Properties=species:S:1:pos:R:3:forces:R:3:nbo_charge:R:1
C 2.03294 -0.09201 -0.40727 0.89 1.06 -0.14 0.560
C 0.37331 -1.20918 0.30351 -0.80 -0.84 0.49 0.405
C -1.70041 0.28991 0.12295 2.40 0.06 -0.91 -0.653
N 1.37697 -1.26540 -0.33462 -0.24 -1.35 -0.44 -0.346
N 2.83820 0.78915 -0.73993 2.03 -1.17 -1.37 0.033
O 1.51620 0.98961 0.07091 -2.02 2.32 1.72 -0.420
S -1.00262 -1.09821 1.14294 0.35 0.04 -0.27 0.619
H -2.71612 0.23023 0.23547 -2.60 -0.24 0.37 0.258
H -1.42562 0.16549 -0.93700 -0.09 0.01 0.53 0.268
H -1.29285 1.20042 0.54304 0.07 0.09 0.02 0.274
```
Positions in Å, forces in eV/Å.

Calculated values
Kohn-Sham gap (alpha / beta) ... 0.2760 / 0.2759 Ha
HOMO energy (alpha / beta) ... -14.48 / -14.48 eV
Multiplicity ... 1
Energy relative to the best compared isomer or geometry (same formula, charge and spin) ... 6.6049 eV
Net charge ... +1

---

Entry 2:
DFT (ωB97M-V with the def2-TZVPD basis set) results for C34H44Cl2N3O2P3Tc as an isolated structure at a distorted geometry.

XYZ file:
```
89
Properties=species:S:1:pos:R:3:forces:R:3:mulliken_charge:R:1
P 2.09194 3.59172 -2.30538 0.09 2.11 -0.64 2.477
C 1.25138 5.19940 -2.23357 0.13 -0.14 0.11 0.485
C 1.96487 6.35294 -1.90918 0.02 -0.11 0.07 -0.082
H 3.00492 6.29099 -1.62269 0.07 0.02 0.00 0.394
C 1.33800 7.58864 -1.93764 -0.04 0.05 -0.01 -0.855
H 1.89627 8.47714 -1.67756 0.01 0.01 0.00 0.450
C 0.00097 7.68428 -2.29460 0.08 -0.03 0.00 -0.543
H -0.48675 8.64911 -2.31421 -0.01 0.01 0.00 0.427
C -0.70844 6.54013 -2.63088 -0.03 -0.08 0.00 -0.968
H -1.74991 6.60869 -2.91164 -0.02 0.00 -0.01 0.437
C -0.08903 5.30112 -2.60704 0.01 -0.02 0.05 -0.729
H -0.66001 4.42544 -2.87909 -0.05 -0.12 -0.04 0.481
C 3.67850 3.80654 -1.45276 -0.19 -0.16 0.09 0.168
C 3.65134 4.03310 -0.07591 0.10 0.02 0.01 -0.621
H 2.70525 4.12934 0.43705 -0.09 0.03 0.03 0.580
C 4.83624 4.14470 0.63227 -0.10 0.05 0.05 -0.758
H 4.80894 4.32511 1.69798 0.01 0.03 0.03 0.482
C 6.05387 4.03932 -0.02803 -0.02 -0.01 -0.11 -0.709
H 6.97854 4.13761 0.52444 0.01 0.00 0.00 0.461
C 6.08232 3.82281 -1.39865 0.09 0.05 0.01 -0.728
H 7.02899 3.75400 -1.91715 0.00 -0.01 -0.01 0.460
C 4.89943 3.70375 -2.11336 -0.13 -0.02 0.07 -0.415
H 4.92543 3.51301 -3.17439 0.04 0.01 -0.19 0.426
C 2.40772 3.32491 -4.07269 -0.32 -0.36 0.27 0.554
C 2.72142 4.39567 -4.90757 0.16 0.16 0.01 -0.722
H 2.83505 5.39262 -4.50424 -0.02 0.07 0.02 0.504
C 2.88407 4.18358 -6.26690 0.03 0.03 0.08 -0.744
H 3.13219 5.01411 -6.91291 0.00 0.02 0.01 0.434
C 2.71699 2.91207 -6.80095 -0.03 -0.08 0.09 -0.692
H 2.83655 2.75340 -7.86376 0.00 0.00 -0.02 0.440
C 2.37999 1.85084 -5.97307 0.05 0.04 -0.04 -0.762
H 2.22967 0.86387 -6.38864 0.01 -0.01 -0.01 0.417
C 2.22459 2.05649 -4.61071 -0.18 -0.11 -0.12 0.280
H 1.93945 1.24259 -3.96107 -0.03 -0.20 -0.05 0.041
Tc 0.00000 0.00000 0.00000 -2.15 -0.01 0.33 -2.159
C 1.68153 -1.04776 0.18811 2.10 -0.44 0.21 -0.518
C 2.85862 -0.55137 -0.28153 -1.20 0.22 0.24 -0.683
H 1.65445 -2.01268 0.68869 0.07 -0.05 0.04 0.672
C 2.78270 0.81575 -0.88267 0.28 0.55 -0.80 1.056
O 3.45145 0.91940 -2.15645 -0.12 -0.70 0.54 -0.770
H 3.29962 1.81849 -2.47543 0.67 -0.65 -0.04 -0.557
C 1.31994 1.24024 -0.93734 1.00 1.50 -0.61 1.575
H 3.32101 1.53792 -0.26238 -0.13 -0.02 0.61 0.906
C 1.02005 2.41986 -1.55168 -0.09 -1.20 0.73 -0.624
Cl -1.15481 -1.76920 1.25175 0.59 0.45 0.02 -0.397
Cl -1.86644 1.55697 -0.43376 0.52 0.11 0.48 -0.442
P 0.24991 1.08807 2.09360 0.24 0.93 1.77 1.268
C -1.13264 0.78222 3.23971 0.14 -0.05 -0.23 -1.337
H -1.05548 -0.23227 3.61695 -0.03 -0.09 0.02 0.389
H -2.06542 0.87174 2.69206 -0.14 0.06 -0.02 0.336
H -1.11537 1.49000 4.06591 0.09 0.07 -0.01 0.510
C 1.72552 0.57179 3.04244 -0.21 0.03 -0.21 -1.241
H 2.62145 0.82689 2.48121 0.10 0.04 -0.06 0.098
H 1.68730 -0.50728 3.16454 0.01 -0.14 0.07 0.332
H 1.76526 1.04569 4.02088 -0.08 0.06 0.04 0.515
C 0.37522 2.90950 2.04730 0.00 -0.22 -0.26 -1.171
H -0.30564 3.28360 1.28746 -0.12 0.07 -0.03 0.373
H 1.38648 3.19587 1.77370 0.12 0.00 0.00 0.041
H 0.12469 3.35020 3.00991 0.02 -0.07 0.07 0.595
P 4.41274 -1.33472 -0.12784 1.44 -0.95 -0.01 1.676
C 4.32602 -2.71155 1.04054 -0.16 0.34 -0.17 -1.407
C 5.66854 -0.16571 0.46067 -0.48 -0.07 -0.06 -1.245
H 3.62851 -3.46285 0.68208 -0.08 -0.08 -0.07 0.460
H 3.99148 -2.35643 2.01050 -0.03 0.04 0.13 0.413
H 5.30789 -3.16674 1.14189 0.11 0.03 -0.04 0.450
H 5.80414 0.61802 -0.27970 -0.01 0.10 -0.14 0.271
H 6.61725 -0.67138 0.62144 0.02 -0.14 -0.02 0.500
H 5.33803 0.28571 1.39174 -0.01 0.04 0.15 0.407
C 5.06455 -2.01141 -1.68291 -0.40 0.25 0.21 -1.286
H 4.31520 -2.65433 -2.13668 -0.10 -0.03 -0.05 0.359
H 5.97112 -2.58635 -1.50632 0.05 0.02 0.18 0.508
H 5.28030 -1.18830 -2.35698 -0.04 0.10 -0.11 0.319
H 0.00046 2.76936 -1.49258 -0.21 0.08 -0.20 0.067
C 1.02707 -2.62690 -4.72427 0.91 -0.16 -0.16 -0.711
N 0.02278 -2.14577 -3.76662 -1.00 -0.71 -0.84 0.141
C -1.26804 -2.51127 -3.94082 -1.08 0.50 1.22 -0.104
C -2.21666 -2.12594 -3.03292 0.23 -0.74 -1.41 -1.285
C -1.85353 -1.37355 -1.91362 -1.92 1.05 2.91 0.931
N -0.52812 -0.97135 -1.71600 -2.88 -1.65 -1.96 0.869
C 0.39803 -1.36492 -2.68452 0.32 0.03 0.29 -0.366
O 1.56385 -1.06099 -2.57819 0.52 0.21 -0.38 -0.379
N -2.92717 -1.10427 -1.01265 1.94 -0.73 -2.12 -0.210
H 1.77936 -3.24575 -4.18780 -0.41 0.55 -0.37 0.264
H 1.52993 -1.76972 -5.21337 -0.21 -0.51 0.37 0.116
H 0.57427 -3.26870 -5.51293 0.00 0.61 0.76 0.361
H -1.57405 -3.12560 -4.78004 0.47 0.09 -0.05 0.385
H -3.24246 -2.44369 -3.18127 0.17 0.12 0.10 0.374
H -3.87990 -1.43305 -1.22795 1.15 0.12 -0.19 0.234
H -2.84440 -0.63187 -0.11450 0.38 -0.21 -0.64 0.049
```
Positions in Å, forces in eV/Å.

Calculated values
Kohn-Sham gap (alpha / beta) ... 0.3334 / 0.2522 Ha
HOMO energy (alpha / beta) ... -13.65 / -13.55 eV
Multiplicity ... 4
Energy relative to the best compared isomer or geometry (same formula, charge and spin) ... 0.0000 eV
Net charge ... +2